# 1
{"formula": "C41H62BaN7S4Si", "method": "wB97M-V/def2-TZVPD", "symbols": ["Ba", "C", "C", "C", "C", "C", "C", "C", "C", "C", "C", "H", "H", "H", "H", "H", "H", "H", "H", "H", "H", "H", "H", "H", "H", "S", "S", "S", "S", "C", "N", "C", "C", "N", "C", "C", "N", "C", "C", "N", "C", "N", "C", "C", "C", "N", "C", "H", "H", "H", "H", "H", "H", "H", "H", "H", "H", "H", "H", "H", "H", "H", "H", "H", "H", "H", "H", "H", "H", "H", "H", "C", "Si", "C", "N", "C", "C", "C", "C", "C", "C", "C", "C", "C", "C", "C", "C", "C", "C", "C", "C", "C", "H", "H", "H", "H", "H", "H", "H", "H", "H", "H", "H", "H", "H", "H", "H", "H", "H", "H", "H", "H", "H", "H", "H", "H"], "positions_angstrom": [[0.07, 0.42, 1.25], [-1.84, 4.50, 4.61], [-2.33, 3.86, 3.31], [-3.77, 4.27, 3.02], [-1.37, 4.14, 2.16], [-1.83, 4.53, 0.90], [-0.94, 4.85, -0.12], [0.43, 4.74, 0.06], [1.38, 5.13, -1.04], [0.89, 4.29, 1.30], [0.01, 4.02, 2.33], [-2.57, 4.36, 5.40], [-1.67, 5.58, 4.48], [-0.91, 4.05, 4.95], [-2.30, 2.78, 3.48], [-3.85, 5.33, 2.79], [-4.38, 4.07, 3.90], [-4.20, 3.70, 2.19], [-2.89, 4.62, 0.71], [-1.34, 5.17, -1.08], [1.08, 4.72, -2.00], [2.39, 4.77, -0.83], [1.43, 6.22, -1.14], [1.95, 4.17, 1.47], [0.42, 3.68, 3.28], [2.79, 0.79, 2.79], [2.29, 0.53, 4.79], [0.65, 1.67, 5.21], [-0.97, 0.70, 4.34], [-4.58, -2.74, 2.74], [-3.32, -2.66, 3.44], [-2.97, -3.77, 4.31], [-1.47, -3.60, 4.48], [-1.10, -2.94, 3.24], [0.27, -2.45, 3.18], [-2.17, -2.17, 2.82], [-2.05, -1.17, 2.03], [-3.14, -0.24, 1.83], [-3.67, -0.25, 0.39], [-2.82, 0.60, -0.42], [-2.80, 0.47, -1.69], [-3.51, -0.40, -2.52], [-4.95, -0.57, -2.37], [-3.10, -0.17, -3.90], [-1.75, 0.49, -3.74], [-1.93, 1.20, -2.49], [-0.79, 1.85, -1.89], [-4.93, -3.78, 2.75], [-4.47, -2.44, 1.70], [-5.35, -2.12, 3.20], [-3.21, -4.72, 3.82], [-3.51, -3.72, 5.26], [-0.95, -4.55, 4.59], [-1.23, -2.96, 5.34], [0.94, -3.29, 3.35], [0.46, -1.66, 3.91], [0.50, -2.08, 2.18], [-2.76, 0.78, 1.96], [-3.93, -0.35, 2.58], [-4.71, 0.11, 0.39], [-3.66, -1.28, 0.01], [-5.21, -0.96, -1.39], [-5.28, -1.30, -3.11], [-5.49, 0.36, -2.54], [-3.81, 0.50, -4.40], [-3.05, -1.11, -4.45], [-1.52, 1.18, -4.55], [-0.95, -0.25, -3.66], [-0.36, 2.55, -2.61], [-0.01, 1.12, -1.62], [-1.11, 2.42, -1.02], [0.05, -1.49, -0.92], [1.55, -1.82, -1.84], [2.49, -0.17, -2.09], [2.80, 0.49, -0.81], [4.00, -0.14, -0.19], [5.10, 0.87, 0.12], [5.44, 1.65, -1.14], [4.20, 2.41, -1.66], [2.94, 1.94, -0.93], [1.46, -2.49, -3.64], [1.59, -3.85, -3.94], [1.45, -4.33, -5.24], [1.19, -3.46, -6.29], [1.07, -2.10, -6.02], [1.21, -1.63, -4.72], [2.65, -3.10, -0.97], [3.91, -3.44, -1.46], [4.71, -4.38, -0.83], [4.25, -5.02, 0.31], [2.99, -4.71, 0.81], [2.20, -3.76, 0.17], [-0.41, -2.39, -0.49], [-0.72, -1.02, -1.53], [1.80, 0.47, -2.66], [3.39, -0.28, -2.73], [4.42, -0.86, -0.90], [3.71, -0.69, 0.71], [5.97, 0.31, 0.48], [4.80, 1.53, 0.94], [5.77, 0.93, -1.91], [6.27, 2.33, -0.98], [4.08, 2.27, -2.74], [4.31, 3.48, -1.50], [2.05, 2.32, -1.43], [2.93, 2.35, 0.08], [1.79, -4.55, -3.14], [1.55, -5.39, -5.43], [1.09, -3.83, -7.30], [0.88, -1.40, -6.83], [1.13, -0.56, -4.55], [4.28, -2.95, -2.36], [5.69, -4.62, -1.23], [4.87, -5.75, 0.82], [2.63, -5.20, 1.70], [1.22, -3.53, 0.57]], "e_lumo_ev": 2.0, "homo_lumo_gap_ev": 5.60, "largest_force_ev_per_a": 0.43, "homo_energy_ev": -3.56, "total_charge": -1}

=====

# 2
{"formula": "CH6S2", "method": "wB97M-V/def2-TZVPD", "symbols": ["C", "H", "H", "H", "H", "S", "S", "H", "H"], "positions_angstrom": [[0.64, -1.64, 3.17], [0.89, -0.67, 3.59], [0.09, -2.20, 3.92], [1.51, -2.22, 2.86], [0.03, -1.48, 2.28], [-0.61, -0.14, -1.63], [0.21, 1.04, -0.15], [-0.07, 0.46, -2.70], [1.45, 0.52, -0.10]], "e_lumo_ev": 0.3, "smiles": "SS.C", "homo_lumo_gap_ev": 9.87, "largest_force_ev_per_a": 0.48, "homo_energy_ev": -9.52}

=====

# 3
{"formula": "C8H13N4O3", "method": "wB97M-V/def2-TZVPD", "symbols": ["C", "C", "C", "C", "C", "C", "C", "C", "N", "N", "N", "N", "O", "O", "O", "H", "H", "H", "H", "H", "H", "H", "H", "H", "H", "H", "H", "H"], "positions_angstrom": [[-1.17, -2.33, -0.11], [-0.10, 1.12, 0.64], [2.26, 0.41, -0.06], [0.19, -0.41, -1.08], [-0.24, -0.25, 1.30], [2.16, -0.81, 0.98], [0.88, 0.81, -0.51], [-0.19, -1.22, 0.16], [-3.37, 0.74, -0.23], [0.78, -1.28, 1.26], [-2.43, -1.87, -0.26], [-4.62, 0.46, 0.01], [-5.43, 1.35, 0.11], [-0.91, -3.50, -0.06], [-5.00, -0.68, 0.28], [-1.08, 1.48, 0.27], [0.14, 1.86, 1.38], [2.78, 1.18, 0.55], [3.03, 0.18, -0.78], [-0.78, 0.06, -1.56], [0.79, -1.07, -1.85], [-0.91, -0.33, 2.10], [-3.25, 1.69, -0.53], [2.55, -1.60, 0.27], [2.68, -0.77, 1.92], [0.99, 1.79, -1.08], [-2.48, -0.81, -0.36], [-3.19, -2.29, -0.80]], "e_lumo_ev": 3.1, "homo_lumo_gap_ev": 8.00, "largest_force_ev_per_a": 4.19, "homo_energy_ev": -4.87, "total_charge": -1}

=====

# 4
{"formula": "C24H22N5O3STi", "method": "wB97M-V/def2-TZVPD", "symbols": ["Ti", "O", "C", "O", "C", "C", "C", "N", "C", "C", "C", "C", "C", "C", "C", "N", "C", "C", "C", "C", "C", "N", "H", "H", "H", "H", "H", "H", "H", "H", "H", "H", "C", "C", "C", "O", "H", "H", "H", "H", "H", "H", "H", "C", "C", "C", "C", "N", "C", "S", "N", "H", "H", "H", "H", "H"], "positions_angstrom": [[0.46, -0.40, 0.62], [-0.77, 4.85, -3.95], [-0.79, 5.01, -2.68], [-0.83, 5.99, -1.89], [-0.67, 3.75, -1.91], [-0.66, 3.75, -0.49], [-0.49, 2.53, 0.19], [-0.36, 1.32, -0.42], [-0.47, 1.34, -1.79], [-0.51, 2.50, -2.55], [-0.36, 0.03, -2.38], [-0.66, -0.25, -3.76], [-0.20, -1.43, -4.30], [0.41, -2.38, -3.44], [0.50, -2.10, -2.09], [0.17, -0.91, -1.56], [-0.36, 2.48, 1.63], [-0.49, 3.60, 2.51], [-0.49, 3.40, 3.87], [-0.22, 2.11, 4.36], [-0.01, 1.08, 3.48], [-0.01, 1.27, 2.14], [-0.68, 4.63, 0.13], [-0.50, 2.39, -3.64], [-1.15, 0.54, -4.30], [-0.25, -1.61, -5.39], [0.79, -3.34, -3.83], [0.91, -2.85, -1.40], [-0.63, 4.59, 2.09], [-0.71, 4.24, 4.55], [-0.27, 1.85, 5.43], [0.22, 0.08, 3.87], [4.26, 0.08, 1.68], [3.63, 0.12, 0.28], [4.24, -0.96, -0.64], [2.22, -0.24, 0.41], [5.35, 0.29, 1.69], [4.10, -0.95, 1.99], [3.78, 0.77, 2.37], [3.60, 1.17, -0.14], [4.05, -1.93, -0.17], [5.32, -0.82, -0.85], [3.75, -0.92, -1.62], [-3.42, -5.33, 0.97], [-2.90, -3.91, 1.03], [-3.67, -2.76, 0.73], [-2.95, -1.60, 0.54], [-1.61, -1.53, 0.77], [-1.03, -2.68, 1.20], [0.61, -2.53, 1.63], [-1.59, -3.86, 1.30], [-4.39, -5.47, 1.45], [-2.67, -5.91, 1.52], [-3.46, -5.68, -0.09], [-4.76, -2.79, 0.65], [-3.39, -0.64, 0.22]], "e_lumo_ev": [2.2, 2.3], "homo_lumo_gap_ev": [4.56, 7.29], "largest_force_ev_per_a": 3.54, "homo_energy_ev": [-2.33, -4.98], "multiplicity": 3, "total_charge": -1}

=====

# 5
{"formula": "C4H4NO", "method": "wB97M-V/def2-TZVPD", "symbols": ["C", "C", "C", "C", "N", "O", "H", "H", "H", "H"], "positions_angstrom": [[0.26, 0.35, 0.26], [1.09, 1.38, 0.59], [1.36, 0.54, -0.70], [-0.67, -0.73, 0.67], [-1.48, -0.32, -0.44], [-2.53, 0.33, -0.19], [2.21, -0.16, -0.73], [1.13, 0.95, -1.68], [-0.27, -1.74, 0.53], [-1.11, -0.59, 1.67]], "e_lumo_ev": 4.3, "homo_lumo_gap_ev": 7.26, "largest_force_ev_per_a": 3.47, "homo_energy_ev": -2.93, "total_charge": -1}

=====

# 6
{"formula": "C2H7N4", "method": "wB97M-V/def2-TZVPD", "symbols": ["C", "C", "N", "N", "N", "N", "H", "H", "H", "H", "H", "H", "H"], "positions_angstrom": [[1.17, 0.03, 0.34], [-1.01, 0.44, -0.56], [-2.85, -0.05, 0.63], [-1.91, -0.53, -0.05], [2.40, -0.47, 0.37], [0.30, -0.13, -0.54], [0.95, 0.79, 1.08], [-0.86, 1.17, 0.28], [-1.23, 0.95, -1.54], [-3.45, -0.79, 0.99], [3.13, 0.02, 0.90], [2.79, -0.79, -0.52], [0.56, -0.65, -1.37]], "e_lumo_ev": -3.9, "smiles": "[H]/N=N/C/[NH+]=C/N", "homo_lumo_gap_ev": 9.64, "largest_force_ev_per_a": 3.68, "homo_energy_ev": -13.58, "total_charge": 1}

=====

Short version: E_tot = -3890.71142 -838.05335 -757.28059 -2675.11737 -284.60287 -299.11950 Eh, in the order given.